[1]
64
Properties=species:S:1:pos:R:3:forces:R:3 method="wB97M-V/def2-TZVPD" e_homo_ev=-14.1 energy_ha=-4552.250623 max_force_ev_per_a=1.00 relative_energy_kj_mol=23.5 total_charge=+2
Pd -0.1912 0.1680 1.2566 -0.2462 0.1565 0.9556
O 3.7060 -3.0779 4.9318 0.0134 0.0247 -0.0090
C 3.0836 -2.2422 4.1113 0.0397 -0.0052 -0.0002
C 3.6929 -1.6108 3.0205 -0.0104 0.0010 0.0296
C 2.9385 -0.7724 2.2310 0.0010 0.0011 0.1009
N 1.6436 -0.5246 2.4778 0.1320 -0.1758 -0.2411
C 1.1042 -1.1400 3.5173 0.0543 0.0351 0.0659
Br -0.7622 -0.7066 3.6763 0.0594 -0.0319 -0.3336
C 1.7284 -1.9992 4.3751 -0.0467 0.0304 0.0251
H 4.6405 -3.1870 4.7099 -0.0030 -0.0082 0.0027
H 4.7384 -1.7752 2.7951 -0.0061 -0.0004 -0.0024
H 3.3687 -0.2652 1.3768 -0.0074 -0.0336 -0.0215
H 1.2317 -2.4761 5.2077 0.0012 0.0069 -0.0035
C -0.1142 -5.1967 -1.0504 -0.0192 0.0222 0.0083
C 1.0119 -4.1782 -0.9636 -0.0641 -0.0076 0.0065
N 0.7002 -2.9465 -1.7054 0.0085 -0.0093 -0.0830
C 0.9848 -2.9726 -3.1570 0.0750 0.0355 -0.0180
C 2.3235 -2.3333 -3.4861 -0.0071 -0.0088 0.0344
C 0.1569 -1.8817 -1.1658 -0.1310 0.0251 0.0844
S -0.3698 -1.9725 0.5063 0.0188 -0.1616 0.0095
N -0.1257 -0.8374 -1.9608 -0.0924 0.0506 -0.0144
C -0.0780 0.3995 -1.5831 0.0728 0.0410 0.1079
O 0.4617 0.8022 -0.4407 0.0954 0.1463 -0.3102
C -0.5490 1.4704 -2.4708 0.0786 -0.0240 0.0265
C -1.1004 1.1591 -3.7153 -0.0030 -0.0096 -0.0162
C -1.5598 2.1726 -4.5350 -0.0158 -0.0068 -0.0058
C -1.4662 3.4973 -4.1217 -0.0052 0.0020 -0.0069
C -0.9185 3.8114 -2.8850 0.0071 -0.0115 0.0082
C -0.4578 2.8011 -2.0584 -0.0278 0.0040 0.0016
H 0.1757 -6.1086 -0.5302 -0.0013 0.0028 -0.0030
H -0.3390 -5.4569 -2.0844 0.0079 -0.0027 0.0023
H -1.0252 -4.8157 -0.5863 0.0081 -0.0024 -0.0021
H 1.9327 -4.5700 -1.3945 -0.0048 -0.0041 -0.0150
H 1.2172 -3.9148 0.0722 0.0446 0.0070 -0.0014
H 0.1727 -2.4603 -3.6674 -0.0060 -0.0045 0.0146
H 0.9689 -4.0205 -3.4507 -0.0120 -0.0068 -0.0017
H 2.3462 -1.2930 -3.1616 -0.0057 0.0013 -0.0163
H 2.4822 -2.3556 -4.5634 0.0096 -0.0127 0.0049
H 3.1477 -2.8689 -3.0135 -0.0055 0.0080 0.0031
H -1.1681 0.1259 -4.0269 0.0179 0.0004 -0.0065
H -1.9875 1.9353 -5.4995 0.0043 0.0018 0.0033
H -1.8159 4.2886 -4.7718 -0.0100 -0.0073 0.0071
H -0.8456 4.8444 -2.5721 0.0155 -0.0090 -0.0038
H -0.0164 3.0331 -1.0993 -0.0091 0.0166 0.0008
C 0.6984 3.5229 3.8311 0.0290 0.0494 -0.0109
C -0.5402 4.1507 3.8586 -0.0081 0.0351 0.0172
C -1.5210 3.7644 2.9623 0.0739 0.1273 -0.1385
C -1.2457 2.7385 2.0735 0.0480 -0.0375 -0.1345
N -0.0568 2.1035 2.0826 -0.1115 -0.0659 0.4861
C 0.9027 2.4977 2.9329 -0.0328 0.0824 -0.1937
C -2.1904 2.1818 1.1018 -0.0371 -0.0262 0.0191
C -3.2214 2.8896 0.4924 -0.1061 -0.0376 0.2227
C -4.0321 2.2668 -0.4441 -0.0183 0.0096 -0.0193
C -3.8350 0.9335 -0.7697 -0.0358 -0.0724 0.0962
C -2.7982 0.2021 -0.1891 -0.2320 0.1396 0.1858
C -2.0078 0.8577 0.7287 0.3704 -0.2466 -0.8373
H 1.4917 3.8155 4.5038 0.0074 0.0051 -0.0234
H -0.7385 4.9357 4.5762 0.0062 0.0060 -0.0105
H -2.4921 4.2393 2.9527 0.0024 -0.0215 0.0207
H 1.8513 1.9874 2.8610 -0.0166 -0.0881 0.0747
H -3.3746 3.9312 0.7471 -0.0281 -0.0087 -0.0171
H -4.8256 2.8256 -0.9210 0.0198 0.0050 -0.0155
H -4.4779 0.4466 -1.4910 -0.0147 0.0123 0.0059
H -2.6553 -0.8389 -0.4352 0.0586 0.0561 -0.1154

[2]
8
Properties=species:S:1:pos:R:3:forces:R:3 method="wB97M-V/def2-TZVPD" e_homo_ev="-13.0 / -16.4" spin_multiplicity=4 s2=3.754 energy_ha=-371.833365 max_force_ev_per_a=7.25 relative_energy_kj_mol=0.0 total_charge=+1
H -0.3442 1.5658 0.2945 -1.1231 0.1179 -4.0022
O 0.0518 0.0062 0.7923 2.5352 0.9393 -3.6630
C 0.6775 -0.2284 -0.5004 0.8129 0.3767 -0.7451
C -0.4819 0.6526 -0.4754 -1.3269 2.0818 2.9931
Pt -0.4112 -1.1294 2.1211 -1.7991 -4.4080 5.4660
H 0.5222 -1.2417 -0.8803 0.0335 0.3191 0.1175
H 1.6678 0.2233 -0.5965 -0.2549 -0.2882 0.0079
F -1.6820 0.1517 -0.7555 1.1223 0.8614 -0.1742

[3]
86
Properties=species:S:1:pos:R:3:forces:R:3 method="wB97M-V/def2-TZVPD" e_homo_ev=-9.3 energy_ha=-2463.751952 max_force_ev_per_a=0.76 relative_energy_kj_mol=357.9 total_charge=+1
Sr -0.3183 1.0384 0.8516 -0.3114 0.3346 0.6077
C -1.8733 -2.0397 1.2483 0.0207 -0.2584 -0.0002
C -1.9637 -1.5084 -0.1886 0.1126 -0.1950 -0.0348
N -0.6944 -1.0135 -0.7307 0.2059 0.3594 0.1311
C 0.2953 -1.9258 -1.1898 0.1100 -0.0604 -0.0385
C 2.1462 -1.6807 0.5796 0.0671 -0.0263 0.0416
N 1.6994 -0.5750 1.3731 -0.2250 0.3571 -0.2534
C 1.2949 -0.8827 2.7600 0.0518 -0.2168 -0.0770
C 0.0367 -1.7428 2.8350 0.0136 -0.2129 0.0307
N -1.1668 -1.1775 2.2044 0.1430 0.3958 -0.2630
H -1.3889 -3.0213 1.2314 -0.0094 0.0097 0.0041
H -2.8951 -2.2192 1.5896 -0.0052 -0.0350 -0.0465
H -2.6651 -0.6706 -0.2429 0.0101 0.0093 0.0091
H -2.3886 -2.3051 -0.8115 -0.0962 0.0406 0.0196
H -0.8427 -0.2821 -1.4173 -0.0586 -0.0228 -0.0855
H 0.2807 -2.0238 -2.2762 -0.0176 -0.0172 0.0055
H 0.1417 -2.9021 -0.7283 -0.0438 -0.0183 -0.0462
H 3.2336 -1.7487 0.5593 -0.0649 -0.0172 0.0562
H 1.7433 -2.6165 0.9597 0.0054 0.0562 0.0287
H 2.3978 0.1613 1.3830 0.0988 -0.0821 0.0208
H 1.1506 0.0724 3.2715 -0.0255 0.0048 0.0107
H 2.0907 -1.4232 3.2860 -0.0301 0.0668 0.1046
H -0.1499 -1.9639 3.8885 0.0391 0.0392 0.0064
H 0.2372 -2.7082 2.3629 0.0027 -0.0139 0.0583
H -1.7974 -0.8434 2.9206 -0.0281 -0.0405 0.0072
C -2.6759 4.2741 -1.8587 0.0326 0.0053 0.0478
O -1.2526 4.1674 -2.1039 0.0030 0.0789 0.0579
C -0.8295 3.0999 -1.4199 -0.1119 -0.0994 -0.4716
N -1.7177 2.3957 -0.8215 0.4610 -0.0124 0.0733
C -3.0338 2.9396 -1.1765 -0.1636 0.0473 0.0611
C -3.7480 1.9191 -2.0342 -0.0072 0.0262 0.0015
C -4.9582 1.3715 -1.6297 0.0419 0.0461 0.0124
C -5.5805 0.3963 -2.3985 -0.0271 -0.0226 -0.0245
C -4.9936 -0.0373 -3.5771 -0.0357 -0.0169 0.0139
C -3.7838 0.5077 -3.9888 0.0308 0.0161 -0.0174
C -3.1629 1.4784 -3.2195 -0.0040 0.0006 0.0091
C 0.6009 2.7378 -1.6075 0.0803 0.1868 -0.3878
C 1.4770 3.6204 -2.1730 -0.0054 -0.0899 0.0992
C 2.7720 3.1212 -2.4499 0.0128 -0.0226 0.0063
C 3.0829 1.8169 -2.2281 0.0841 0.0522 0.0224
C 2.0965 0.9268 -1.6714 -0.1199 0.0291 0.0617
N 0.9026 1.4544 -1.3165 -0.3871 -0.4952 0.1336
C 2.4024 -0.4364 -1.6032 0.1582 0.0014 0.0622
N 1.7641 -1.6028 -0.8936 -0.0540 0.0123 -0.0245
C 2.5443 -2.7629 -1.6107 0.0101 0.0129 -0.0192
C 3.8695 -2.0868 -2.0081 0.0102 -0.0175 -0.0196
O 3.7671 -0.7634 -1.5362 -0.0726 0.0449 -0.0143
C 2.6090 -4.0624 -0.8495 -0.0355 -0.0705 -0.0032
C 3.5982 -4.3386 0.0944 0.0009 -0.0196 -0.0351
C 3.6111 -5.5488 0.7678 0.0216 0.0094 0.0130
C 2.6423 -6.5073 0.5032 -0.0064 -0.0080 0.0137
C 1.6667 -6.2556 -0.4476 -0.0098 -0.0276 -0.0018
C 1.6548 -5.0426 -1.1199 0.0471 0.0419 -0.0393
H -2.8375 5.1261 -1.1998 -0.0081 0.0125 -0.0304
H -3.1673 4.4395 -2.8135 -0.0207 -0.0300 0.0003
H -3.6210 3.1195 -0.2749 0.0133 -0.0147 -0.0045
H -5.4206 1.7143 -0.7111 -0.0066 -0.0022 0.0056
H -6.5274 -0.0182 -2.0790 -0.0068 -0.0041 0.0009
H -5.4803 -0.7909 -4.1816 -0.0100 -0.0051 0.0030
H -3.3307 0.1799 -4.9153 0.0097 0.0046 -0.0023
H -2.2175 1.9009 -3.5440 0.0024 -0.0122 -0.0210
H 1.1934 4.6355 -2.3999 -0.0235 0.0062 -0.0014
H 3.5199 3.7818 -2.8684 0.0041 0.0009 -0.0049
H 4.0594 1.4318 -2.4778 0.0085 -0.0101 0.0102
H 1.9659 -2.9304 -2.5148 -0.0216 0.0267 0.0045
H 4.7440 -2.5525 -1.5601 -0.0071 -0.0044 0.0212
H 3.9707 -2.1028 -3.0962 0.0119 -0.0231 0.0084
H 4.3693 -3.6105 0.3111 0.0293 -0.0194 -0.0134
H 4.3860 -5.7498 1.4947 0.0127 0.0036 0.0074
H 2.6608 -7.4536 1.0262 -0.0015 -0.0111 0.0002
H 0.9260 -7.0086 -0.6798 -0.0112 -0.0020 -0.0025
H 0.9118 -4.8690 -1.8903 -0.0182 0.0123 0.0034
C -0.6974 4.7791 3.0588 0.0360 -0.0046 0.0263
C -0.1713 3.3845 3.4117 -0.1184 -0.0810 0.1148
O 0.1689 2.6509 2.3303 0.1797 0.0167 -0.0583
C -1.2948 2.6088 4.1490 -0.0084 0.0027 0.0248
F -2.3156 2.3774 3.2746 0.0627 -0.0124 0.0672
F -0.8925 1.3798 4.5567 -0.0739 0.0719 -0.0306
F -1.8227 3.2277 5.2066 0.0413 -0.0661 -0.0901
C 1.0595 3.5275 4.3348 0.0361 -0.0419 0.0391
F 2.0023 4.2658 3.7314 -0.0480 -0.0513 0.0467
F 1.6182 2.3304 4.6138 -0.0063 0.1072 0.0033
F 0.7736 4.1156 5.5091 0.0278 -0.0385 -0.0599
H -1.5778 4.6647 2.4278 -0.0049 0.0092 0.0019
H 0.0735 5.2964 2.4918 -0.0033 -0.0005 -0.0043
H -0.9575 5.3685 3.9372 0.0035 -0.0055 0.0063

[4]
26
Properties=species:S:1:pos:R:3:forces:R:3 method="wB97M-V/def2-TZVPD" e_homo_ev=-7.2 energy_ha=-976.109534 max_force_ev_per_a=3.64 relative_energy_kj_mol=94.3 smiles="C=P(C)(C)NP(=C)(C)C"
C -2.4217 -1.6306 -1.8774 1.8464 -1.7058 0.3591
C -0.0901 0.4347 3.4350 -1.3713 1.4231 -2.1849
C -1.0176 0.7211 -2.3270 -0.8530 2.9498 -0.1051
C 0.4353 -1.6385 -1.8703 1.0264 -0.8903 -2.0936
C 0.4573 2.1208 1.4098 0.7876 0.7719 -0.8112
C 1.9889 -0.2969 1.2393 -2.0091 -1.1560 0.5223
N -0.6725 -0.4922 0.6523 -1.2671 0.2719 -1.4032
P -1.0790 -0.7836 -1.3788 0.8124 -0.2174 1.8663
P 0.3236 0.3599 1.7353 1.0904 -0.4180 0.3231
H -2.6658 -2.6586 -1.6110 1.1793 -0.3356 -0.0643
H -3.3228 -1.2195 -1.6715 -2.7385 2.3905 0.1297
H -0.3619 -0.4875 3.8422 0.0218 -1.8139 0.8441
H -1.1118 0.9970 3.3838 1.6877 -0.4008 0.2024
H -0.4993 0.5505 -3.2396 0.2719 -0.7978 -0.9419
H -1.9609 1.2634 -2.6297 0.4705 -1.3024 0.5874
H -0.4428 1.5764 -1.9592 0.2253 -0.4010 0.8707
H 0.7258 -2.4503 -1.2279 -0.5661 -0.5924 0.3977
H 0.2269 -2.0319 -2.9175 -0.2200 0.0633 1.3663
H 1.4418 -1.2255 -2.0900 -0.8677 1.1481 0.6528
H 1.4300 2.5133 1.8408 -1.1493 -0.4708 -0.6934
H 0.2966 2.4345 0.3476 0.3530 -0.2881 0.8168
H -0.3435 2.5068 2.0163 -0.2953 0.5517 0.1259
H 2.1268 -0.2108 0.1552 0.3268 0.0474 0.5099
H 2.6920 0.0740 1.9042 1.7263 2.0594 0.5227
H 2.1254 -1.3084 1.6304 -0.7984 -0.6217 -0.8385
H -1.5657 -0.4996 1.1794 0.3101 -0.2649 -0.9610